# C2H3N5O

A molecular structure, C2H3N5O in a non-equilibrium geometry (ωB97M-V with the def2-TZVPD basis set, OMol25).

Positions of all 11 atoms, in Å:
C  0.975  0.524  -0.134
C  -1.700  0.812  -0.005
H  2.796  0.977  -0.064
H  -1.439  -1.626  0.737
H  -1.607  1.975  0.363
N  1.722  1.613  0.101
N  1.731  -0.614  -0.269
N  0.843  -1.528  -0.091
N  -0.242  -1.083  0.336
N  -0.352  0.227  0.230
O  -2.663  0.044  -0.294

Orbital gap ... 7.80 eV
HOMO level ... -8.59 eV
LUMO ... -0.796 eV


# CHO5S

2 unconnected molecules or ions with the total composition CHO5S in a non-equilibrium geometry (ωB97M-V with the def2-TZVPD basis set, OMol25).

Positions of all 8 atoms, in Å:
C  -0.428  -0.523  -0.560
O  0.355  -0.093  2.108
O  1.629  1.080  0.487
O  -0.675  1.785  0.673
O  0.140  -0.205  -1.815
O  0.493  -1.363  -1.056
S  0.290  0.685  0.859
H  -1.803  -1.367  -0.696

Orbital gap ... 9.12 eV
Net charge ... -1
HOMO level ... -5.43 eV
LUMO ... 3.688 eV


# C8H22CsN2O10S2

A molecular structure, C8H22CsN2O10S2 in a non-equilibrium geometry (ωB97M-V with the def2-TZVPD basis set, OMol25).

Positions of all 45 atoms, in Å:
Cs  -10.127  -21.634  2.710
S  -14.842  -19.213  2.296
O  -14.351  -20.284  3.117
O  -13.957  -19.021  1.159
O  -16.189  -19.561  1.869
O  -14.834  -18.033  3.094
S  -8.107  -17.718  -1.174
O  -9.394  -17.053  -1.295
O  -7.155  -17.134  -0.285
O  -8.326  -19.097  -0.793
O  -7.425  -17.925  -2.515
C  -10.064  -16.400  4.701
C  -10.400  -17.265  5.942
C  -9.361  -17.254  7.019
O  -8.259  -18.015  6.496
C  -7.306  -18.391  7.484
N  -11.648  -16.752  6.439
H  -10.155  -15.315  4.766
H  -10.817  -16.519  3.922
H  -9.137  -16.750  4.245
H  -10.533  -18.297  5.619
H  -9.807  -17.749  7.882
H  -8.912  -16.272  7.162
H  -6.908  -17.483  7.937
H  -6.449  -18.850  6.991
H  -7.622  -19.105  8.244
H  -11.705  -15.757  6.600
H  -12.275  -16.900  5.662
C  -5.428  -24.827  7.393
C  -4.969  -24.658  5.934
C  -4.505  -26.077  5.413
O  -3.318  -26.653  5.977
C  -2.212  -25.736  6.007
N  -6.063  -24.013  5.182
H  -5.425  -23.903  7.972
H  -4.695  -25.410  7.950
H  -6.394  -25.326  7.472
H  -4.211  -23.892  6.098
H  -4.293  -25.934  4.353
H  -5.363  -26.746  5.353
H  -2.350  -24.849  5.388
H  -1.251  -26.082  5.627
H  -1.998  -25.538  7.057
H  -5.706  -24.113  4.242
H  -6.850  -24.643  5.239

Orbital gap ... 1.59 eV
Net charge ... -3
HOMO level ... 2.29 eV
LUMO ... 3.878 eV


# C3H9AgClO4P

A molecular structure, C3H9AgClO4P in a non-equilibrium geometry (ωB97M-V with the def2-TZVPD basis set, OMol25).

Positions of all 19 atoms, in Å:
Ag  -23.360  -18.603  17.438
Cl  -21.613  -15.498  15.553
C  -18.443  -15.053  21.882
O  -18.674  -15.732  23.156
P  -18.030  -15.212  24.583
O  -16.761  -14.409  24.591
O  -18.018  -16.497  25.653
C  -16.810  -16.985  26.126
O  -19.264  -14.381  25.132
C  -19.255  -13.769  26.417
H  -19.195  -15.285  21.127
H  -17.573  -15.525  21.425
H  -18.260  -13.984  21.771
H  -17.019  -17.575  27.019
H  -16.205  -16.160  26.503
H  -16.284  -17.643  25.435
H  -19.831  -14.523  26.955
H  -19.741  -12.802  26.543
H  -18.304  -13.637  26.933

Orbital gap ... 4.51 eV
HOMO level ... -8.11 eV
LUMO ... -3.599 eV


# C31H28N6

C31H28N6 in the gas phase in a non-equilibrium geometry (ωB97M-V with the def2-TZVPD basis set, OMol25).

Positions of all 65 atoms, in Å:
H  1.864  2.937  0.369
N  2.575  2.303  0.713
C  2.107  1.167  1.064
C  0.758  0.665  1.046
C  -0.492  1.187  0.623
C  -0.777  2.492  0.024
C  -1.702  3.348  0.615
C  -1.974  4.580  0.050
C  -1.328  4.970  -1.112
C  -0.417  4.117  -1.713
C  -0.142  2.882  -1.153
C  -1.441  0.223  0.915
C  -2.872  0.291  0.638
C  -3.823  0.070  1.633
C  -5.172  0.148  1.341
C  -5.590  0.456  0.057
C  -4.651  0.697  -0.933
C  -3.302  0.617  -0.647
N  -0.826  -0.859  1.500
C  -1.400  -2.162  1.753
C  -1.448  -2.955  0.471
C  -0.297  -3.582  0.009
C  -0.310  -4.267  -1.193
C  -1.472  -4.326  -1.945
C  -2.619  -3.699  -1.491
C  -2.608  -3.014  -0.288
C  0.501  -0.606  1.562
N  1.433  -1.448  2.082
C  2.632  -0.981  2.048
N  3.020  0.222  1.565
C  4.430  0.563  1.573
C  5.255  -0.299  0.613
C  5.003  0.018  -0.864
N  3.643  -0.206  -1.271
C  2.921  -1.365  -1.173
C  1.685  -1.085  -1.678
N  1.636  0.209  -2.089
C  2.815  0.704  -1.832
H  -2.203  3.043  1.523
H  -2.691  5.239  0.517
H  -1.539  5.934  -1.550
H  0.078  4.412  -2.627
H  0.539  2.195  -1.634
H  -3.504  -0.137  2.645
H  -5.901  -0.026  2.120
H  -6.645  0.515  -0.169
H  -4.973  0.947  -1.933
H  -2.566  0.795  -1.417
H  -2.403  -2.049  2.167
H  -0.750  -2.655  2.480
H  0.607  -3.520  0.596
H  0.588  -4.751  -1.546
H  -1.481  -4.858  -2.885
H  -3.526  -3.739  -2.076
H  -3.505  -2.522  0.060
H  3.418  -1.604  2.455
H  4.480  1.617  1.288
H  4.818  0.441  2.589
H  6.312  -0.123  0.817
H  5.050  -1.355  0.798
H  5.230  1.070  -1.056
H  5.671  -0.601  -1.478
H  3.332  -2.266  -0.768
H  0.831  -1.726  -1.769
H  3.115  1.713  -2.029

Orbital gap ... 7.96 eV
HOMO level ... -7.24 eV
LUMO ... 0.718 eV
Structure (SMILES) ... [H]/N=c1\c2c(-c3ccccc3)c(-c3ccccc3)n(Cc3ccccc3)c2ncn1CCCn1ccnc1


# BF4H34O17

18 unconnected molecules or ions with the total composition BF4H34O17 in a non-equilibrium geometry (ωB97M-V with the def2-TZVPD basis set, OMol25).

Positions of all 56 atoms, in Å:
B  0.326  -0.342  0.122
F  0.895  0.656  -0.540
F  -0.183  -1.309  -0.810
F  1.124  -0.844  1.095
F  -0.779  0.181  0.765
O  -1.559  3.164  2.003
H  -1.347  3.928  2.549
H  -0.975  3.112  1.262
O  -3.541  1.612  0.501
H  -2.945  2.245  0.813
H  -4.188  2.233  0.183
O  -3.548  -1.317  0.808
H  -2.967  -0.579  0.962
H  -3.303  -1.681  -0.031
O  3.552  1.175  1.807
H  3.492  0.866  2.719
H  3.710  0.446  1.262
O  -0.518  0.034  -3.789
H  -0.837  0.447  -2.993
H  -0.924  -0.857  -3.854
O  -2.981  -1.428  -1.736
H  -2.695  -0.478  -1.694
H  -2.179  -1.988  -1.772
O  0.689  3.135  -2.403
H  -0.122  3.347  -2.903
H  0.423  3.158  -1.493
O  -0.647  -3.141  0.954
H  0.195  -3.319  1.378
H  -0.573  -2.408  0.381
O  0.283  3.001  0.200
H  0.541  2.149  -0.063
H  0.983  3.420  0.658
O  3.045  1.860  -1.889
H  2.465  2.634  -2.162
H  2.424  1.374  -1.316
O  2.069  -1.234  -2.492
H  1.453  -0.479  -2.512
H  1.652  -1.998  -2.108
O  0.389  -1.884  3.938
H  1.196  -2.206  4.269
H  0.557  -1.793  2.989
O  3.177  -1.824  2.302
H  2.574  -1.282  1.769
H  3.100  -1.426  3.179
O  -1.885  1.082  -1.740
H  -2.450  1.759  -2.132
H  -2.016  1.224  -0.805
O  3.848  -0.576  -0.287
H  3.399  -0.539  -1.108
H  4.705  -0.218  -0.425
O  -1.518  -3.825  -1.653
H  -0.761  -3.698  -1.155
H  -1.792  -4.712  -1.599
O  -1.838  -0.193  3.133
H  -1.960  -1.047  2.766
H  -1.256  0.406  2.686

Orbital gap ... 9.07 eV
Net charge ... -1
HOMO level ... -6.90 eV
LUMO ... 2.165 eV


# C5H11O

A gas-phase ion, C5H11O (charge -2) in a non-equilibrium geometry (ωB97M-V with the def2-TZVPD basis set, OMol25).

Positions of all 17 atoms, in Å:
C  1.949  1.123  1.086
O  2.900  1.991  0.710
C  1.089  0.569  -0.114
C  0.039  -0.414  0.426
C  -0.837  -1.062  -0.739
C  -2.210  -0.443  -0.832
H  2.443  0.218  1.547
H  1.207  1.598  1.792
H  1.785  0.094  -0.799
H  0.616  1.411  -0.619
H  -0.650  -0.038  1.244
H  0.555  -1.203  0.933
H  -0.942  -2.128  -0.462
H  -0.275  -1.042  -1.690
H  -2.790  -0.582  0.079
H  -2.725  -0.748  -1.733
H  -2.157  0.656  -0.830

Spin multiplicity ... 2
Orbital gap (alpha / beta) ... 3.09 / 6.77 eV
Net charge ... -2
HOMO level (alpha / beta) ... 4.09 / 0.42 eV
LUMO (alpha / beta) ... 7.183 / 7.194 eV


# C18H43Cl2NO2P2Pd

A molecular structure, C18H43Cl2NO2P2Pd in a non-equilibrium geometry (ωB97M-V with the def2-TZVPD basis set, OMol25).

Positions of all 69 atoms, in Å:
Pd  -1.396  0.030  0.701
Cl  0.330  1.404  -0.504
P  -1.727  1.411  2.371
C  -2.683  2.844  1.851
C  -2.736  0.226  3.261
C  -0.332  2.131  3.253
C  -3.026  2.603  0.389
H  -1.887  3.602  1.872
C  -3.858  3.380  2.680
H  -4.690  2.669  2.758
H  -4.238  4.272  2.148
H  -3.604  3.710  3.700
H  -2.087  2.529  -0.186
H  -3.602  3.471  0.064
H  -3.592  1.682  0.168
H  0.044  2.747  2.417
C  0.671  1.054  3.554
C  -0.635  2.945  4.514
H  -1.152  3.892  4.330
H  0.312  3.166  5.033
H  -1.244  2.384  5.232
H  0.833  0.409  2.685
H  0.370  0.439  4.408
H  1.608  1.562  3.800
C  -3.781  -0.383  2.308
H  -3.228  0.848  4.016
C  -1.922  -0.853  3.975
H  -4.497  0.354  1.927
H  -4.314  -1.116  2.918
H  -3.381  -0.917  1.416
H  -1.367  -1.526  3.308
H  -2.658  -1.437  4.540
H  -1.213  -0.442  4.698
Cl  0.218  -2.025  0.828
H  0.205  -0.584  1.067
P  2.196  -0.974  -2.629
C  3.694  0.005  -2.555
C  2.324  -2.740  -2.296
C  1.070  -0.399  -3.933
C  3.771  0.346  -1.049
H  3.462  0.907  -3.141
C  4.934  -0.670  -3.136
H  5.151  -1.613  -2.617
H  5.810  -0.026  -2.961
H  4.882  -0.839  -4.225
H  2.876  0.936  -0.773
H  4.695  0.905  -0.875
H  3.767  -0.557  -0.412
H  1.004  0.672  -3.645
C  -0.343  -0.983  -3.717
C  1.705  -0.508  -5.349
H  2.544  0.185  -5.515
H  0.982  -0.279  -6.140
H  2.081  -1.513  -5.570
H  -0.587  -1.046  -2.623
H  -0.523  -1.973  -4.193
H  -1.034  -0.245  -4.140
C  2.993  -3.169  -0.980
H  3.024  -2.986  -3.101
C  0.990  -3.461  -2.559
H  4.015  -2.795  -0.865
H  3.070  -4.264  -1.036
H  2.389  -2.886  -0.109
H  0.227  -3.225  -1.798
H  1.188  -4.539  -2.552
H  0.601  -3.225  -3.553
O  -2.994  -2.885  -1.466
N  -3.123  -1.856  -0.796
O  -2.579  -0.777  -1.191

Spin multiplicity ... 5
Orbital gap (alpha / beta) ... 4.80 / 5.57 eV
HOMO level (alpha / beta) ... -4.49 / -7.45 eV
LUMO (alpha / beta) ... 0.309 / -1.879 eV


# C5H9NO

C5H9NO in the gas phase in a non-equilibrium geometry (ωB97M-V with the def2-TZVPD basis set, OMol25).

Positions of all 16 atoms, in Å:
O  0.503  2.338  0.505
C  -0.241  1.191  0.146
C  0.116  0.633  -1.229
C  0.032  -0.855  -1.021
N  -1.169  -1.266  -0.283
C  0.112  -1.212  0.418
C  0.195  0.013  1.263
H  0.842  1.682  1.132
H  -1.312  1.345  0.281
H  -0.564  0.998  -2.009
H  1.138  0.937  -1.501
H  0.441  -1.522  -1.771
H  -1.404  -2.225  -0.500
H  0.598  -2.134  0.723
H  -0.503  0.021  2.112
H  1.218  0.056  1.735

Orbital gap ... 10.58 eV
HOMO level ... -9.61 eV
LUMO ... 0.969 eV
Structure (SMILES) ... O[C@H]1C[C@@H]2N[C@@H]2C1


# C4H8NO2

A gas-phase ion, C4H8NO2 (charge -1) in a non-equilibrium geometry (ωB97M-V with the def2-TZVPD basis set, OMol25).

Positions of all 15 atoms, in Å:
C  -0.847  -0.169  1.304
C  0.720  0.178  1.299
C  0.111  0.812  -0.923
C  0.754  -0.286  -1.776
N  -1.383  -0.543  0.085
O  -2.620  -0.280  -0.089
O  0.942  1.118  0.219
H  -0.843  -1.191  1.929
H  -1.414  0.619  1.934
H  1.103  0.525  2.277
H  1.089  -0.823  1.276
H  -0.150  1.679  -1.596
H  1.729  -0.393  -1.396
H  0.788  -0.081  -2.831
H  0.022  -1.164  -1.712

Orbital gap (alpha / beta) ... 5.81 / 5.96 eV
Net charge ... -1
HOMO level (alpha / beta) ... -1.58 / -1.75 eV
LUMO (alpha / beta) ... 4.227 / 4.210 eV


# C56H77N18O5

A gas-phase ion, C56H77N18O5 (charge +1) in a non-equilibrium geometry (ωB97M-V with the def2-TZVPD basis set, OMol25).

Positions of all 156 atoms, in Å:
C  -1.946  -5.074  -6.516
C  -1.205  -5.439  -5.651
C  -0.342  -5.809  -4.538
O  -0.408  -4.878  -3.470
C  -1.640  -4.840  -2.773
C  -1.682  -5.839  -1.604
O  -0.716  -5.575  -0.614
C  -1.035  -4.508  0.262
C  0.203  -4.148  1.086
H  -0.103  -3.557  1.953
H  0.693  -5.065  1.429
O  1.121  -3.335  0.378
C  1.906  -4.054  -0.569
C  2.411  -3.135  -1.681
N  1.348  -2.745  -2.573
C  1.159  -1.529  -3.088
N  0.289  -1.435  -4.090
C  0.067  -0.207  -4.553
N  0.640  0.906  -4.078
C  1.536  0.708  -3.119
N  2.207  1.780  -2.647
C  1.916  3.120  -3.090
H  0.979  3.090  -3.646
C  1.783  4.034  -1.872
N  2.831  3.758  -0.893
C  2.602  4.159  0.372
O  1.594  4.769  0.669
C  3.693  3.857  1.423
N  3.700  2.438  1.675
C  4.520  1.724  2.477
C  4.035  0.431  2.420
N  2.965  0.456  1.599
N  2.772  1.659  1.170
C  4.527  -0.826  3.079
N  5.458  -0.594  4.163
H  6.312  -0.159  3.838
H  5.045  -0.009  4.879
H  5.067  -1.405  2.315
C  3.333  -1.686  3.555
C  2.526  -0.965  4.633
H  3.083  -0.924  5.565
H  1.594  -1.491  4.821
H  2.279  0.050  4.326
C  3.853  -3.042  4.041
C  2.739  -4.021  4.389
H  3.162  -4.995  4.626
H  2.056  -4.138  3.550
H  2.173  -3.684  5.252
H  4.471  -3.478  3.253
H  4.493  -2.882  4.908
H  2.688  -1.849  2.684
H  5.347  2.163  2.992
H  4.670  4.165  1.030
C  3.431  4.621  2.743
C  2.365  3.994  3.581
C  2.484  3.081  4.592
C  1.174  2.823  5.082
C  0.656  2.014  6.094
C  -0.701  2.030  6.316
C  -1.555  2.837  5.557
C  -1.073  3.645  4.550
C  0.296  3.625  4.312
N  1.048  4.318  3.412
H  0.710  4.910  2.669
H  -1.727  4.279  3.971
H  -2.613  2.829  5.775
H  -1.123  1.414  7.097
H  1.310  1.399  6.694
H  3.396  2.664  4.975
H  4.359  4.654  3.316
H  3.145  5.642  2.485
C  3.929  2.973  -1.402
H  4.697  2.820  -0.647
C  3.416  1.606  -1.870
H  3.194  0.983  -1.002
H  4.187  1.103  -2.467
H  4.387  3.513  -2.237
H  0.820  3.882  -1.375
H  1.834  5.084  -2.179
H  2.698  3.481  -3.767
N  1.820  -0.478  -2.557
N  -0.747  -0.088  -5.621
C  -1.518  -1.229  -6.048
H  -0.936  -2.135  -5.882
H  -1.731  -1.120  -7.112
C  -2.803  -1.277  -5.204
N  -3.262  0.084  -4.968
C  -3.903  0.532  -3.876
O  -4.248  1.693  -3.743
C  -4.135  -0.500  -2.758
N  -2.907  -0.561  -2.008
C  -2.197  0.468  -1.494
C  -1.140  -0.138  -0.847
N  -1.270  -1.470  -1.021
N  -2.322  -1.709  -1.713
C  -0.031  0.418  -0.019
N  1.062  -0.577  0.011
H  0.714  -1.537  0.184
H  1.788  -0.315  0.735
H  1.513  -0.591  -0.955
H  0.362  1.328  -0.485
C  -0.498  0.782  1.408
C  -1.161  2.154  1.388
H  -1.516  2.412  2.379
H  -0.452  2.917  1.072
H  -2.014  2.165  0.715
C  -1.422  -0.291  1.994
C  -1.481  -0.229  3.515
H  -0.489  -0.347  3.944
H  -2.118  -1.022  3.899
H  -1.881  0.722  3.851
H  -1.070  -1.281  1.694
H  -2.427  -0.158  1.590
H  0.398  0.849  2.031
H  -2.467  1.491  -1.637
H  -4.308  -1.494  -3.176
C  -5.345  -0.144  -1.860
C  -5.056  0.823  -0.764
C  -4.920  0.584  0.574
C  -4.705  1.839  1.207
C  -4.529  2.240  2.531
C  -4.359  3.580  2.793
C  -4.345  4.528  1.765
C  -4.517  4.162  0.448
C  -4.707  2.813  0.176
N  -4.921  2.165  -1.006
H  -4.959  2.571  -1.929
H  -4.518  4.895  -0.345
H  -4.208  5.570  2.013
H  -4.242  3.915  3.813
H  -4.538  1.511  3.328
H  -4.995  -0.370  1.059
H  -5.712  -1.066  -1.406
H  -6.126  0.258  -2.509
C  -2.871  1.037  -5.991
H  -3.350  1.991  -5.768
H  -3.228  0.681  -6.960
C  -1.337  1.182  -5.984
H  -1.011  1.921  -5.251
H  -0.986  1.489  -6.975
H  -2.550  -1.769  -4.265
H  -3.581  -1.855  -5.717
H  0.793  -3.487  -2.990
H  2.882  -2.242  -1.268
H  3.172  -3.694  -2.242
H  1.308  -4.853  -1.012
H  2.767  -4.498  -0.049
H  -1.353  -3.620  -0.295
H  -1.844  -4.818  0.939
H  -1.451  -6.846  -1.961
H  -2.691  -5.840  -1.172
H  -2.473  -5.047  -3.456
H  -1.739  -3.818  -2.398
H  -0.602  -6.822  -4.199
H  0.701  -5.803  -4.868
H  -2.574  -4.801  -7.312

Orbital gap ... 8.04 eV
Net charge ... +1
HOMO level ... -9.69 eV
LUMO ... -1.647 eV


| no. | calculated total energy (eV) |
| --- | --- |
| 1 | -11613.42743 |
| 2 | -22121.52143 |
| 3 | -54318.49783 |
| 4 | -37255.59779 |
| 5 | -41543.55769 |
| 6 | -46915.51447 |
| 7 | -7405.91555 |
| 8 | -72044.31508 |
| 9 | -8866.21579 |
| 10 | -9857.74204 |
| 11 | -96377.90915 |